No. 1
Below is C9H10F15NaO17S5 as an isolated structure in a non-equilibrium geometry, with properties calculated with ωB97M-V/def2-TZVPD.

Maximum force ... 2.31 eV Å⁻¹
Relative energy (zero: lowest compared OMol25 entry of this formula, charge and spin) ... 0.0 kJ/mol
Charge ... -4
Energy ... -5279.3336 Ha
Frontier orbital gap ... 6.85 eV
LUMO ... 7.24 eV
E_HOMO ... 0.39 eV

Element x y z (Å)
S  3.61  -5.94  -11.44
S  5.32  -12.01  -10.64
S  8.31  -5.28  -11.27
S  9.10  -9.30  -13.60
S  8.57  -10.02  -8.01
Na  6.41  -8.48  -11.09
F  1.44  -4.75  -10.33
F  8.59  -9.15  -16.31
F  9.18  -3.61  -9.39
F  2.78  -5.68  -8.88
F  7.60  -10.75  -15.21
F  10.60  -8.30  -8.16
F  9.37  -8.07  -6.38
F  10.77  -9.69  -6.48
F  4.67  -13.00  -13.05
F  1.50  -6.93  -10.12
F  9.10  -5.67  -8.72
F  3.70  -14.00  -11.36
F  3.00  -12.08  -12.01
F  7.26  -4.50  -8.90
F  9.66  -10.95  -15.68
O  3.69  -8.58  -14.68
O  10.23  -8.41  -13.86
O  7.72  -4.15  -11.97
O  7.78  -10.49  -6.87
O  5.55  -6.58  -15.81
O  7.84  -8.65  -13.26
O  6.54  -12.79  -10.87
O  7.48  -6.48  -11.23
O  9.31  -11.05  -8.71
O  7.91  -9.07  -8.89
O  9.37  -10.50  -12.82
O  9.69  -5.49  -11.64
O  4.30  -4.68  -11.27
O  4.69  -12.19  -9.34
O  2.85  -6.05  -12.68
O  4.29  -7.17  -11.07
O  5.38  -10.63  -11.10
C  6.26  -5.97  -14.73
C  8.74  -10.02  -15.32
C  5.07  -8.80  -14.80
C  5.73  -7.97  -15.88
C  9.91  -8.96  -7.24
C  4.11  -12.83  -11.87
C  2.26  -5.80  -10.10
C  3.02  -9.65  -14.06
C  8.46  -4.76  -9.45
H  3.40  -9.77  -13.04
H  6.80  -8.23  -15.80
H  3.10  -10.58  -14.63
H  6.87  -6.70  -14.20
H  2.01  -9.30  -13.87
H  5.27  -9.84  -15.12
H  5.57  -8.72  -13.82
H  6.93  -5.17  -15.07
H  5.37  -8.31  -16.85
H  5.58  -5.51  -14.02

Atomic partial charges in e from the Mulliken method, atoms 1 to 8:
1. S 1.30
2. S 1.16
3. S 1.16
4. S 1.25
5. S 1.16
6. Na 1.01
7. F -0.24
8. F -0.27



No. 2
Below is C9H10FN5 as an isolated structure in a non-equilibrium geometry, with properties calculated with ωB97M-V/def2-TZVPD.

Maximum force ... 6.29 eV Å⁻¹
Relative energy (zero: lowest compared OMol25 entry of this formula, charge and spin) ... 615.2 kJ/mol
Energy ... -722.2954 Ha
Frontier orbital gap ... 8.50 eV
LUMO ... -0.02 eV
E_HOMO ... -8.52 eV

Element x y z (Å)
F  2.33  -2.23  1.00
N  -2.54  -1.40  -1.00
N  -4.28  -0.33  -0.27
N  -3.26  0.38  0.10
N  -0.88  -0.18  0.03
N  -3.94  -1.48  -0.93
C  1.71  0.77  -0.87
C  0.11  -1.13  -0.48
C  -3.70  1.29  1.42
C  2.60  -1.10  0.46
C  3.00  1.38  -0.80
C  3.92  -0.54  0.26
C  4.05  0.73  -0.18
C  1.47  -0.46  -0.18
C  -2.20  -0.37  -0.27
H  0.83  1.14  -1.58
H  -0.20  -2.15  -0.13
H  -0.01  -1.34  -1.49
H  -2.87  0.50  2.27
H  -0.49  0.42  0.91
H  2.92  2.26  -1.61
H  5.11  1.00  -0.43
H  4.72  -1.02  0.78
H  -4.93  1.21  2.00
H  -3.48  2.64  1.01

Atomic partial charges in e from the Mulliken method, atoms 1 to 8:
1. F -0.26
2. N -0.21
3. N -0.46
4. N 0.42
5. N -0.20
6. N -0.45
7. C -0.11
8. C -0.96



No. 3
Below is C9H10MnN3O2S2 as an isolated structure, with properties calculated with ωB97M-V/def2-TZVPD.

Maximum force ... 0.10 eV Å⁻¹
Spin multiplicity ... 2
Relative energy (zero: lowest compared OMol25 entry of this formula, charge and spin) ... 0.0 kJ/mol
Charge ... +1
Energy ... -2610.8491 Ha
Expectation value of S² ... 0.756
Frontier orbital gap (alpha / beta) ... 7.77 / 8.07 eV
LUMO (alpha / beta) ... -3.62 / -3.32 eV
E_HOMO (alpha / beta) ... -11.39 / -11.39 eV

Element x y z (Å)
Mn  0.02  -0.05  -0.04
S  0.52  -3.10  -2.86
S  -1.38  -0.93  -1.60
O  1.34  0.66  1.31
O  1.56  2.18  2.95
N  1.05  -1.46  -0.96
N  -0.36  2.04  1.87
N  -1.16  1.43  0.88
C  4.46  -2.86  -0.74
C  0.90  1.58  2.02
C  4.35  -3.82  -1.75
C  3.40  -2.04  -0.41
C  0.10  -1.83  -1.78
C  3.18  -3.97  -2.46
C  2.11  -3.14  -2.14
C  2.22  -2.19  -1.13
C  2.93  1.74  3.17
H  3.51  1.89  2.26
H  2.93  0.69  3.46
H  5.20  -4.45  -1.98
H  -0.72  2.79  2.45
H  -1.99  1.03  1.31
H  -1.46  2.14  0.20
H  3.48  -1.30  0.37
H  3.30  2.37  3.98
H  5.39  -2.77  -0.20
H  3.10  -4.71  -3.25

Atomic partial charges in e from the Mulliken method, atoms 1 to 8:
1. Mn 0.71
2. S -0.16
3. S -0.45
4. O -0.67
5. O -0.39
6. N -0.33
7. N -0.10
8. N -0.51



No. 4
Below is one molecule with the formula C9H10N2O in a non-equilibrium geometry, with properties calculated with ωB97M-V/def2-TZVPD.

Maximum force ... 5.71 eV Å⁻¹
Relative energy (zero: lowest compared OMol25 entry of this formula, charge and spin) ... 337.0 kJ/mol
Energy ... -533.6160 Ha
SMILES string ... CN1Nc2ccccc2CC1=O
Frontier orbital gap ... 8.15 eV
LUMO ... 0.72 eV
E_HOMO ... -7.43 eV

Element x y z (Å)
O  -2.75  1.62  -0.45
N  -0.68  -1.03  0.14
N  -1.79  -0.36  0.02
C  -0.55  1.74  0.27
C  3.10  0.68  -0.11
C  -1.73  1.02  -0.19
C  0.66  0.88  0.14
C  -2.90  -1.27  0.08
C  1.93  1.47  0.07
C  1.62  -1.38  -0.15
C  2.93  -0.74  -0.10
C  0.54  -0.50  -0.01
H  3.82  -1.36  -0.23
H  -3.65  -0.99  0.80
H  -3.36  -1.62  -0.86
H  -0.34  2.71  -0.34
H  -0.77  2.15  1.28
H  1.44  -2.51  -0.22
H  1.84  2.54  0.15
H  -0.65  -1.91  -0.35
H  -2.76  -2.29  0.45
H  4.06  1.15  -0.41

Atomic partial charges in e from the Mulliken method, atoms 1 to 8:
1. O -0.64
2. N -0.45
3. N 0.40
4. C -0.33
5. C -0.82
6. C 0.06
7. C 0.31
8. C -0.99



No. 5
Below is one molecule with the formula C9H10N2O in a non-equilibrium geometry, with properties calculated with ωB97M-V/def2-TZVPD.

Maximum force ... 4.78 eV Å⁻¹
Relative energy (zero: lowest compared OMol25 entry of this formula, charge and spin) ... 373.3 kJ/mol
Energy ... -533.6022 Ha
SMILES string ... CCOc1cccc2c[nH]nc12
Frontier orbital gap ... 7.88 eV
LUMO ... 0.52 eV
E_HOMO ... -7.36 eV

Element x y z (Å)
O  -1.48  0.75  -0.09
N  1.47  -2.36  -0.03
N  0.29  -1.71  -0.27
C  -3.59  -0.10  -0.02
C  2.10  -0.22  -0.02
C  1.87  2.18  0.02
C  2.72  1.07  0.06
C  2.48  -1.53  0.11
C  -0.13  0.76  -0.28
C  0.60  -0.45  -0.25
C  0.50  2.07  -0.10
C  -2.16  -0.51  0.15
H  -0.18  2.94  0.00
H  1.41  -3.33  -0.32
H  -3.75  0.77  0.71
H  3.88  1.25  0.03
H  -3.92  0.09  -0.98
H  3.55  -1.68  0.37
H  2.41  3.22  -0.23
H  -2.00  -0.83  1.25
H  -1.89  -1.33  -0.47
H  -4.17  -1.03  0.34

Atomic partial charges in e from the Mulliken method, atoms 1 to 8:
1. O -0.33
2. N -0.13
3. N -0.61
4. C -1.21
5. C 0.73
6. C -0.16
7. C -0.83
8. C -0.35



No. 6
Below is a 2-piece molecular cluster, C9H10N2O2 overall in a non-equilibrium geometry, with properties calculated with ωB97M-V/def2-TZVPD.

Maximum force ... 4.34 eV Å⁻¹
Relative energy (zero: lowest compared OMol25 entry of this formula, charge and spin) ... 157.1 kJ/mol
Energy ... -608.9029 Ha
SMILES string ... O=C(c1ccc[nH]1)c1ccc[nH]1.O
Frontier orbital gap ... 8.92 eV
LUMO ... 0.37 eV
E_HOMO ... -8.54 eV

Element x y z (Å)
O  -0.13  -2.21  0.96
O  0.85  -2.86  -1.60
N  -1.23  1.09  0.19
N  2.08  -0.65  -0.29
C  -2.55  -0.32  1.27
C  -2.37  1.69  0.27
C  1.17  -0.33  0.67
C  -1.23  -0.11  0.83
C  -3.18  0.92  1.10
C  3.03  0.30  -0.44
C  2.66  1.33  0.43
C  -0.02  -1.01  0.81
C  1.50  0.88  1.18
H  3.83  0.22  -1.16
H  0.36  -3.57  -2.05
H  2.03  -1.44  -1.03
H  -0.46  1.51  -0.29
H  1.02  1.34  1.99
H  0.66  -2.78  -0.67
H  -2.50  2.71  -0.09
H  3.21  2.22  0.21
H  -2.76  -1.18  1.91
H  -4.10  1.24  1.50

Atomic partial charges in e from the Mulliken method, atoms 1 to 8:
1. O -0.74
2. O -0.70
3. N 0.01
4. N -0.03
5. C -0.62
6. C -0.34
7. C 0.87
8. C 0.18



No. 7
Below is one molecule with the formula C9H10N2O2S in a non-equilibrium geometry, with properties calculated with ωB97M-V/def2-TZVPD.

Maximum force ... 4.37 eV Å⁻¹
Relative energy (zero: lowest compared OMol25 entry of this formula, charge and spin) ... 418.9 kJ/mol
Energy ... -1007.0080 Ha
Frontier orbital gap ... 9.29 eV
LUMO ... 0.67 eV
E_HOMO ... -8.62 eV

Element x y z (Å)
S  -2.59  1.04  0.34
O  -3.30  -0.46  0.42
O  -2.96  1.59  -0.91
N  -2.44  -1.48  0.12
N  -1.03  0.21  0.29
C  -0.51  -3.66  0.06
C  0.03  2.29  0.63
C  -1.22  -1.24  0.04
C  0.12  0.96  0.16
C  2.28  2.77  -0.03
C  1.09  3.12  0.65
C  -0.18  -2.20  -0.41
C  1.33  0.53  -0.32
C  2.40  1.50  -0.52
H  -0.48  -3.61  1.12
H  0.09  -2.40  -1.49
H  0.23  -4.32  -0.36
H  0.97  4.05  1.10
H  -1.48  -3.86  -0.29
H  -0.95  2.63  0.98
H  1.70  -0.44  -0.54
H  2.97  3.64  -0.04
H  0.71  -1.86  0.11
H  3.25  1.18  -1.13

Atomic partial charges in e from the Mulliken method, atoms 1 to 8:
1. S 0.48
2. O -0.23
3. O -0.46
4. N -0.41
5. N -0.19
6. C -1.38
7. C -0.55
8. C 0.64



No. 8
Below is a 2-piece molecular cluster, C9H10N2O2S overall in a non-equilibrium geometry, with properties calculated with ωB97M-V/def2-TZVPD.

Maximum force ... 5.79 eV Å⁻¹
Spin multiplicity ... 3
Relative energy (zero: lowest compared OMol25 entry of this formula, charge and spin) ... 284.8 kJ/mol
Energy ... -1006.8455 Ha
Expectation value of S² ... 2.010
Frontier orbital gap (alpha / beta) ... 5.72 / 7.12 eV
LUMO (alpha / beta) ... 0.58 / -2.33 eV
E_HOMO (alpha / beta) ... -5.15 / -9.45 eV

Element x y z (Å)
S  -0.71  0.88  -0.52
O  -0.45  0.65  -2.08
O  -1.20  2.26  -0.39
N  -0.48  -2.63  -1.88
N  -0.37  -2.02  -2.80
C  -1.19  -0.72  0.36
C  1.34  0.96  1.29
C  2.21  0.98  -0.93
C  -2.46  -0.73  0.84
C  3.72  1.20  0.86
C  -3.63  0.21  0.47
C  2.64  1.07  1.79
C  3.49  1.16  -0.44
C  1.13  0.85  -0.07
H  -3.33  1.13  -0.12
H  4.29  1.16  -1.16
H  4.72  1.34  1.25
H  1.99  0.82  -2.00
H  0.53  0.89  1.98
H  2.78  1.17  2.88
H  -4.25  -0.31  -0.33
H  -2.88  -1.68  1.31
H  -1.18  1.26  -2.47
H  -4.47  0.60  1.09

Atomic partial charges in e from the Mulliken method, atoms 1 to 8:
1. S 0.88
2. O -0.44
3. O -0.58
4. N -0.03
5. N 0.03
6. C -0.03
7. C -0.40
8. C -0.03



No. 9
Below is one molecule with the formula C9H10N2O3S in a non-equilibrium geometry, with properties calculated with ωB97M-V/def2-TZVPD.

Maximum force ... 5.01 eV Å⁻¹
Relative energy (zero: lowest compared OMol25 entry of this formula, charge and spin) ... 800.3 kJ/mol
Energy ... -1082.0552 Ha
Frontier orbital gap (alpha / beta) ... 4.69 / 4.69 eV
LUMO (alpha / beta) ... -2.55 / -2.55 eV
E_HOMO (alpha / beta) ... -7.24 / -7.24 eV

Element x y z (Å)
S  -0.17  -1.91  -1.26
O  -0.68  -2.81  -0.18
O  1.09  -1.30  -1.10
O  0.35  -0.94  2.07
N  -0.12  -2.86  -2.63
N  -0.33  -0.37  1.04
C  1.22  2.95  0.94
C  0.96  1.62  1.28
C  0.14  0.76  0.56
C  -1.42  -0.78  -1.70
C  0.69  3.44  -0.22
C  -0.11  2.63  -1.05
C  -1.36  0.54  -1.54
C  -0.42  1.35  -0.63
C  -0.31  -2.09  2.63
H  0.63  -2.76  -3.20
H  0.95  4.55  -0.52
H  -1.34  -1.68  2.87
H  -0.46  -3.04  1.99
H  1.78  3.76  1.51
H  1.33  1.13  2.27
H  -0.60  2.79  -1.94
H  0.46  -2.42  3.33
H  -0.31  -3.90  -2.55
H  -1.95  1.35  -1.97

Atomic partial charges in e from the Mulliken method, atoms 1 to 8:
1. S 1.26
2. O -0.69
3. O -0.63
4. O -0.12
5. N -0.56
6. N -0.26
7. C -0.71
8. C -0.11